(1)
The following is a quantum chemistry calculation of one molecule with the formula C5H3N3O2 at a distorted geometry, from OMol25.

Positions of all 13 atoms, in Å:
H -4.190 -0.245 -0.417
N -3.272 -1.074 -0.209
C -2.518 -0.270 0.371
O -3.517 1.066 0.265
C -1.110 -0.076 0.217
C 0.098 -0.042 0.167
C 1.522 -0.011 0.057
N 2.306 -1.137 0.025
C 3.492 -0.637 -0.101
O 3.498 0.690 -0.107
N 2.201 1.106 -0.032
H -2.961 1.777 -0.081
H 4.451 -1.146 -0.156

Results
E_HOMO ... -10.30 eV
Energy above the lowest of the compared OMol25 structures with the same formula, charge and spin ... 577.48 kJ/mol
SMILES ... [H]/N=C(\O)C#Cc1ncon1


(2)
The following is a quantum chemistry calculation of a 2-piece molecular cluster, C5H3N4O4S overall at a distorted geometry, from OMol25.

Positions of all 17 atoms, in Å:
O -1.466 -3.509 1.455
N -0.870 -3.102 0.438
O -0.800 -3.743 -0.643
C -0.218 -1.837 0.432
C -0.153 -0.898 1.431
C 0.522 0.240 0.931
N 1.023 1.277 1.762
O 1.801 2.112 1.253
O 0.682 1.308 2.963
C 0.869 0.152 -0.441
S 0.508 -1.357 -1.101
H -0.506 -1.024 2.445
H 1.417 0.897 -0.995
N -0.705 1.930 -1.727
C -0.485 2.364 -2.917
N -0.212 2.688 -4.035
H -1.406 2.499 -1.251

Results
Total charge ... -1
E_HOMO ... -3.67 eV
Energy above the lowest of the compared OMol25 structures with the same formula, charge and spin ... 0.00 kJ/mol


(3)
The following is a quantum chemistry calculation of one molecule with the formula C5H3N5O3S at a distorted geometry, from OMol25.

Positions of all 17 atoms, in Å:
O 0.147 -2.637 1.273
C -0.380 -2.024 0.393
N -1.556 -2.271 -0.160
N -2.447 -1.564 -0.672
S -2.670 0.001 -0.591
C -1.204 0.761 0.037
N -1.492 2.088 0.261
O -0.584 2.875 0.532
O -2.678 2.399 0.179
C 0.115 0.309 -0.087
N 1.225 1.068 -0.022
C 2.317 0.247 -0.157
C 1.862 -1.018 -0.297
N 0.481 -0.979 -0.281
H 1.173 2.067 0.149
H 3.317 0.630 -0.161
H 2.374 -1.951 -0.399

Results
E_HOMO ... -8.53 eV
Energy above the lowest of the compared OMol25 structures with the same formula, charge and spin ... 0.00 kJ/mol
SMILES ... O=C1N=NSC([N+](=O)[O-])=C2NC=CN12


(4)
The following is a quantum chemistry calculation of one molecule with the formula C5H3NO at a distorted geometry, from OMol25.

Positions of all 10 atoms, in Å:
N 2.865 -0.178 -0.955
C 1.807 -0.104 -0.483
C 0.503 0.007 0.041
C -0.088 1.254 0.308
O -1.323 1.413 0.344
C -1.589 -0.829 -0.156
C -0.355 -1.160 0.099
H 0.608 2.075 0.537
H -2.502 -0.321 0.038
H 0.074 -2.157 0.227

Results
E_HOMO (alpha / beta) ... -8.83 / -8.83 eV
Energy above the lowest of the compared OMol25 structures with the same formula, charge and spin ... 366.12 kJ/mol